No. 1
Molecular formula: C3H7N3O2
Method: DFT, wB97M-V/def2-TZVPD

Calculated values
E_HOMO ... -9.814 eV
Energy relative to the best compared isomer or geometry (same formula, charge and spin) ... 188.3 kcal/mol
Total charge ... 0
LUMO level ... -0.2 eV

Last column: natural (NBO) charge in e.
Geometry (Å):
C -1.13181 1.79436 0.17806  -0.4750
C 0.16145 -0.14709 0.88293  0.2874
C 0.26865 -0.90281 -0.33096  0.5365
H -2.12906 1.30147 -0.49156  0.2209
H -0.18139 2.31423 -0.36543  0.2101
H -1.68072 2.61620 0.82465  0.2182
H 0.49707 -0.27631 2.63720  0.3740
H 0.39029 -1.94222 1.92507  0.3771
H 0.62227 0.45631 -1.69152  0.3979
H 1.49841 -1.80421 -2.20336  0.4779
N -0.51367 0.90839 1.17070  -0.4395
N 1.05690 -0.73958 1.82319  -0.7400
N -0.03439 -0.35210 -1.49265  -0.2931
O 0.62614 -2.11292 -0.25487  -0.5802
O 0.54984 -1.11372 -2.61144  -0.5722

Forces on atoms 1 to 6 (eV/Å):
C -1.620 1.018 -0.068
C 0.024 1.787 1.180
C 0.924 -5.350 0.244
H 3.507 1.256 1.448
H -2.823 -1.096 0.576
H 1.278 -1.442 -1.513

No. 2
Molecular formula: C5H15ClNSi
Method: DFT, wB97M-V/def2-TZVPD

Calculated values
E_HOMO ... -13.805 eV
Structure (SMILES) ... C[NH2+]C[Si@@H](Cl)C(C)C
Energy relative to the best compared isomer or geometry (same formula, charge and spin) ... 44.2 kcal/mol
Total charge ... +1
LUMO level ... -3.2 eV

Last column: natural (NBO) charge in e.
Geometry (Å):
C 1.71831 -1.30506 0.03889  -0.6040
C 0.21733 -3.18441 -0.92880  -0.6206
C -0.35059 3.60193 0.13701  -0.4260
C -0.67789 1.27008 1.08960  -0.5731
C 0.38102 -2.09588 0.21794  -0.6621
N -0.39909 2.11789 -0.10493  -0.5571
Si -1.01393 -0.78402 0.23709  1.3347
Cl -1.51709 -0.02142 -1.69015  -0.4046
H 1.99230 -1.48040 -0.91020  0.2146
H 1.66734 -0.19701 0.31114  0.1698
H 2.40354 -1.90780 0.70653  0.2424
H 0.14619 -4.01607 -0.24116  0.2348
H 1.07572 -3.23482 -1.61454  0.2302
H -0.74585 -3.14929 -1.49468  0.2261
H -0.43976 3.77168 1.21156  0.2404
H 0.60966 4.07103 -0.21404  0.2463
H -1.19061 3.88724 -0.54112  0.2333
H -1.77913 1.64724 1.39460  0.2503
H 0.10733 1.34805 1.84608  0.2490
H 0.38561 -2.65607 1.28554  0.2566
H -0.93356 1.94975 -1.00389  0.4668
H 0.54750 1.78208 -0.34620  0.4269
H -2.20434 -1.41472 0.61373  -0.1748

Forces on atoms 1 to 6 (eV/Å):
C -0.810 -0.534 4.553
C -1.018 0.463 1.378
C -0.062 0.216 -1.156
C -4.340 -1.714 -1.057
C -0.278 1.012 0.947
N 2.853 -0.182 -0.529